[1]
ORCA calculation (wB97M-V/def2-TZVPD) on a structure of composition C22H25N3O5S in a non-equilibrium geometry.

```
56
Properties=species:S:1:pos:R:3
C 4.8634 -7.4101 3.5801
C 4.8346 -7.3174 1.9871
C 3.3865 -7.4172 1.3332
C 2.7304 -6.1285 1.6176
O 3.5434 -5.0597 0.8672
C 2.9275 -3.9718 0.9291
C 3.5849 -3.1051 0.2439
C 3.2964 -1.7194 -0.1381
C 2.1625 -1.3094 0.5724
C 1.3881 -2.1317 1.4572
C 1.7252 -3.6604 1.4048
H 1.3264 -4.2776 2.0590
H 0.6842 -1.7263 2.0985
C 1.6377 0.1116 0.4584
O 2.6403 1.0478 0.2000
N 0.3297 0.3197 0.7894
C -0.2939 1.7080 0.7994
C 0.3347 2.8094 0.5877
C -0.4345 4.0619 0.3383
C -1.8404 3.8770 0.6816
C -2.3235 2.7578 0.7682
C -1.7803 1.3977 0.8626
H -2.2843 0.5653 0.8882
H -3.6010 2.6401 1.0062
S -2.5638 5.4665 0.3139
O -4.0785 5.3224 0.9407
O -1.8680 6.6473 1.3304
N -2.6859 5.8079 -1.2357
C -3.4625 5.0617 -1.8160
C -4.1870 5.5172 -2.9959
C -4.7441 4.2357 -3.5788
N -4.2951 3.3311 -2.6866
O -3.6530 3.8356 -1.6963
C -5.5262 4.0942 -4.5468
H -5.8541 3.0015 -4.6177
H -5.2162 4.2327 -5.6933
H -6.3908 4.7349 -4.6735
C -4.4371 6.7243 -3.5786
H -5.2839 6.9671 -4.0466
H -3.9788 7.4248 -3.0610
H -3.7374 6.9089 -4.4786
H -2.6899 6.6116 -1.1534
H 0.1483 4.9017 0.4392
H 1.4866 2.8769 0.5015
H -0.1411 -0.4987 0.7235
H 3.7016 -0.8601 -0.6486
H 4.4386 -3.2899 -0.4224
H 2.6796 -5.7210 2.7787
H 1.7127 -6.3170 1.1466
H 2.9365 -8.4564 1.9610
H 3.5382 -7.7232 0.3171
H 5.4130 -6.5442 1.5514
H 5.4058 -8.1689 1.5135
H 4.3623 -8.2260 4.0581
H 5.8624 -7.3538 3.9831
H 4.2698 -6.6066 3.9790
```

- Energy relative to the best compared isomer or geometry (same formula, charge and spin): 569.1 kcal/mol
- Lowest unoccupied orbital energy: -0.745 eV
- HOMO: -8.35 eV

---

[2]
ORCA calculation (wB97M-V/def2-TZVPD) on the molecule C22H25N3O8S in a non-equilibrium geometry.

```
59
Properties=species:S:1:pos:R:3
C -4.1553 4.7576 -4.4826
O -2.8406 4.4944 -4.9036
C -1.9718 3.8983 -4.0206
C -2.3357 3.5286 -2.7321
C -1.4522 2.9227 -1.8567
C -0.1534 2.6712 -2.2706
N 0.8149 2.0648 -1.4590
C 0.6791 1.5956 -0.2009
O -0.3195 1.6304 0.4825
C 1.9853 0.9563 0.3118
N 2.2428 -0.3192 -0.3360
C 2.9499 -0.3202 -1.4926
O 3.3197 0.7062 -2.0330
C 3.2104 -1.6874 -2.0965
O 3.3028 -2.7378 -1.1591
C 2.3451 -2.7212 -0.1917
C 1.9796 -3.9208 0.4057
C 1.0114 -3.9309 1.3928
C 0.4038 -2.7451 1.7560
S -0.8683 -2.8118 3.0142
O -1.2828 -1.4746 3.3285
O -1.8639 -3.7642 2.6229
N 0.0276 -3.5089 4.2561
C -0.6945 -4.4112 5.1339
C -1.4495 -3.6283 6.2102
O -0.5704 -2.7937 6.9329
C 0.0553 -1.8574 6.0817
C 0.8546 -2.5642 4.9813
C 0.7601 -1.5380 1.1861
C 1.7609 -1.5137 0.2211
C 0.2280 3.0371 -3.5557
C -0.6510 3.6466 -4.4423
O -0.0970 3.9244 -5.6556
C -0.8110 4.6187 -6.6534
H -4.1778 5.4438 -3.6299
H -4.6903 3.8377 -4.2258
H -4.6418 5.2292 -5.3356
H -3.3399 3.7117 -2.3871
H -1.7727 2.6499 -0.8665
H 1.7234 1.9486 -1.9006
H 2.8291 1.6145 0.0851
H 1.9127 0.8047 1.3888
H 4.1587 -1.6629 -2.6375
H 2.4027 -1.8926 -2.8190
H 2.4677 -4.8251 0.0807
H 0.7040 -4.8451 1.8719
H -1.3865 -4.9789 4.5131
H 0.0346 -5.0840 5.5967
H -1.9007 -4.3011 6.9413
H -2.2323 -3.0243 5.7274
H 0.7129 -1.2618 6.7172
H -0.6973 -1.2100 5.6116
H 1.2368 -1.8379 4.2633
H 1.6900 -3.1200 5.4198
H 0.2364 -0.6468 1.4950
H 1.2333 2.8532 -3.9032
H -0.1057 4.7308 -7.4770
H -1.1292 5.6054 -6.3108
H -1.6825 4.0568 -6.9946
```

- Energy relative to the best compared isomer or geometry (same formula, charge and spin): 11.9 kcal/mol
- Lowest unoccupied orbital energy: 0.472 eV
- HOMO: -7.83 eV

---

[3]
ORCA calculation (wB97M-V/def2-TZVPD) on the molecule C22H25N7O3 in a non-equilibrium geometry.

```
57
Properties=species:S:1:pos:R:3
C -2.7784 -0.3743 1.0942
C -2.0427 0.8556 1.6114
O -2.8031 2.0533 1.5048
C -3.0702 2.4493 0.2032
C -4.3220 2.2442 -0.3552
C -4.5693 2.6290 -1.6619
C -3.5655 3.2100 -2.4174
C -2.3215 3.4480 -1.8604
C -2.0736 3.0860 -0.5454
N -0.8387 3.3646 0.0749
C 0.3419 2.8889 -0.4324
O 0.4194 2.3486 -1.5318
N 1.4233 3.0204 0.3723
C 1.4750 3.7149 1.6460
C 2.9306 3.5665 2.0938
C 3.6995 3.4237 0.7815
C 2.7479 2.5904 -0.0682
C 2.9062 1.0788 0.2135
O 3.7135 0.6353 0.9990
N 2.0070 0.3566 -0.4996
C 1.6590 -0.9814 -0.3502
C 2.4013 -1.8845 0.4064
C 1.9630 -3.1871 0.5230
C 0.7948 -3.6053 -0.1050
N 0.3980 -4.9431 0.0450
C 1.1707 -6.0550 0.1373
N 0.3895 -7.0894 0.2993
N -0.8504 -6.6162 0.3130
N -0.8695 -5.3610 0.1623
C 0.0343 -2.7127 -0.8700
C -1.2261 -3.1343 -1.5542
C 0.4903 -1.4107 -0.9787
H -2.9735 -0.2783 0.0282
H -2.1667 -1.2567 1.2609
H -3.7250 -0.4937 1.6148
H -1.8403 0.7573 2.6810
H -1.0862 0.9538 1.0776
H -5.0875 1.7722 0.2411
H -5.5445 2.4606 -2.0929
H -3.7536 3.4920 -3.4421
H -1.5340 3.9082 -2.4347
H -0.9072 3.4928 1.0750
H 0.7875 3.2668 2.3717
H 1.2063 4.7697 1.5100
H 3.2633 4.4140 2.6884
H 3.0515 2.6553 2.6787
H 4.6495 2.9128 0.9189
H 3.8695 4.3959 0.3194
H 2.8530 2.7636 -1.1445
H 1.4060 0.8942 -1.1319
H 3.3009 -1.5617 0.9018
H 2.5267 -3.8863 1.1222
H 2.2362 -6.0716 0.0636
H -1.9981 -3.3600 -0.8208
H -1.5809 -2.3464 -2.2130
H -1.0664 -4.0379 -2.1403
H -0.0751 -0.7001 -1.5649
```

- Lowest unoccupied orbital energy: 0.500 eV
- HOMO: -8.61 eV

---

[4]
ORCA calculation (wB97M-V/def2-TZVPD) on a structure of composition C22H25N8NiO3.

```
59
Properties=species:S:1:pos:R:3
Ni -0.2860 0.1308 0.4218
C 2.0307 -1.8608 -0.0823
N 1.7952 -0.4016 0.0667
C 2.4606 0.2374 -1.0837
C 2.4036 0.0556 1.3358
C 1.5451 -0.3666 2.5140
N 0.2016 0.2540 2.4344
C 0.2407 1.6166 2.9911
C -0.7624 -0.5498 3.2197
H 3.1084 -2.0494 -0.0886
H 1.6067 -2.1993 -1.0239
H 1.5614 -2.4205 0.7181
H 3.5406 0.0636 -1.0532
H 2.2825 1.3072 -1.1018
H 2.0733 -0.1946 -2.0054
H 2.4997 1.1432 1.2999
H 3.4143 -0.3533 1.4426
H 2.0295 -0.1012 3.4587
H 1.4100 -1.4469 2.5104
H 0.4758 1.5803 4.0586
H -0.7302 2.0934 2.8614
H 0.9948 2.2183 2.4885
H -0.4216 -0.6459 4.2543
H -0.8661 -1.5362 2.7718
H -1.7292 -0.0487 3.2173
O -3.0311 6.7102 0.1791
N -3.7564 5.8793 -0.3304
O -4.7985 6.1019 -0.8996
C -3.3489 4.4640 -0.2017
C -4.3421 3.5650 -0.0816
C -4.0384 2.1858 0.1367
C -5.0286 1.2018 0.3116
C -4.6489 -0.0940 0.5433
C -3.2856 -0.4025 0.6049
N -2.3413 0.5105 0.4357
C -2.7031 1.7863 0.1976
C -1.6450 2.7466 -0.0017
N -0.3727 2.2731 0.0048
C 0.6080 3.1482 -0.1310
C 0.4002 4.5126 -0.3253
C -0.8801 4.9980 -0.3624
C -1.9537 4.1054 -0.1787
H -5.3711 3.8943 -0.1317
H -6.0742 1.4778 0.2615
H -5.3749 -0.8821 0.6808
H -2.9446 -1.4105 0.8039
H 1.6168 2.7653 -0.0814
H 1.2497 5.1686 -0.4482
H -1.0657 6.0497 -0.5129
N -0.8209 -1.5258 -1.8948
C -1.0446 -2.2729 -0.7730
O -0.7399 -1.7608 0.3659
C -1.5935 -3.5460 -0.8723
C -1.9376 -4.0427 -2.1529
N -2.2025 -4.3225 -3.2395
C -1.8285 -4.2564 0.3317
N -1.9841 -4.7804 1.3459
H -0.4964 -0.5763 -1.8160
H -1.0836 -1.8219 -2.8220
```

- Multiplicity: 3
- Energy relative to the best compared isomer or geometry (same formula, charge and spin): 11.8 kcal/mol
- Lowest unoccupied orbital energy (spin up / spin down): -4.347 / -4.412 eV
- Net charge: +1
- HOMO (spin up / spin down): -10.57 / -10.56 eV

---

[5]
ORCA calculation (wB97M-V/def2-TZVPD) on a structure of composition C22H25O4Y in a non-equilibrium geometry.

```
52
Properties=species:S:1:pos:R:3
Y -0.0212 -0.0941 -0.3828
C 2.3414 0.4124 0.8887
C 2.6913 -0.4738 -0.1654
C 2.4360 0.1922 -1.3991
H 3.0991 -1.4779 -0.0517
C 1.8768 1.4791 -1.1020
C 1.8111 1.6048 0.3210
H 1.5069 2.4876 0.8765
H 2.5638 0.2554 1.9444
H 2.7464 -0.1603 -2.3837
H 1.6446 2.2668 -1.8294
C -2.5437 0.3532 0.4112
C -1.7247 1.4529 0.7929
C -1.2946 2.1184 -0.4010
H -1.5820 1.8168 1.8047
C -1.8258 1.4075 -1.5165
C -2.6061 0.3155 -1.0120
H -3.1911 -0.3825 -1.6154
H -3.0754 -0.3130 1.0915
H -0.7336 3.0541 -0.4505
H -1.7719 1.7230 -2.5574
O -0.1093 -0.9149 -2.5588
C -0.2077 -0.5598 -4.0187
C 0.4668 -1.8684 -4.4597
C 0.5654 0.6970 -4.3428
C -1.6565 -0.5081 -4.4622
C 0.4431 -2.2642 -3.0043
H 1.4642 -1.7227 -4.8726
H -0.1460 -2.4846 -5.1140
H -0.2888 -3.0385 -2.7481
H 1.4234 -2.4377 -2.5458
H 0.5141 0.8752 -5.4249
H 1.6167 0.6023 -4.0518
H 0.1245 1.5658 -3.8389
H -1.7067 -0.6984 -5.5434
H -2.0823 0.4836 -4.2855
H -2.2665 -1.2588 -3.9446
O 0.2689 1.4976 3.3280
C 0.0815 0.6262 4.3465
C 0.0782 1.1964 5.6307
C -0.0300 0.3862 6.7500
C -0.1829 -0.9958 6.5871
C -0.2132 -1.5612 5.3078
C -0.0660 -0.7812 4.1534
C -0.1414 -1.4184 2.7800
O -0.3903 -2.6138 2.6702
O 0.0945 -0.5897 1.7667
H 0.4207 0.9091 2.5238
H 0.1853 2.2727 5.7038
H 0.0138 0.8308 7.7405
H -0.2736 -1.6353 7.4752
H -0.3477 -2.6297 5.1882
```

- Energy relative to the best compared isomer or geometry (same formula, charge and spin): 38.2 kcal/mol
- Lowest unoccupied orbital energy (spin up / spin down): 4.675 / 4.475 eV
- Net charge: -2
- HOMO (spin up / spin down): 2.30 / 2.03 eV

---

[6]
ORCA calculation (wB97M-V/def2-TZVPD) on a structure of composition C22H26BF5HoNO4 in a non-equilibrium geometry.

```
60
Properties=species:S:1:pos:R:3
Ho 0.6452 0.3219 0.5097
C 1.6949 -1.9130 -1.7096
C 0.2273 -1.9387 -2.0266
O -0.3374 -0.7038 -1.6180
C -1.6884 -0.5891 -2.1885
C -2.2103 1.3943 -0.6808
O -1.5286 0.3125 1.3573
C -1.7077 -0.5833 2.4513
C -1.3384 -1.9912 2.0343
O -0.0921 -1.8860 1.3312
C 0.5673 -3.1113 1.0630
C 1.9536 -2.7407 0.5741
O 1.9231 -1.6249 -0.3253
H 2.1788 -1.1041 -2.2564
H 2.1768 -2.8566 -1.9752
H -0.2975 -2.7701 -1.5454
H 0.1116 -2.0618 -3.1086
H -2.3307 -1.2924 -1.6550
H -1.6136 -0.8980 -3.2321
H -2.8880 2.2491 -0.6606
H -1.2223 1.8294 -0.4748
H -2.7357 -0.5380 2.8089
H -1.0425 -0.2348 3.2379
H -2.0760 -2.4437 1.3688
H -1.2037 -2.6167 2.9207
H -0.0095 -3.6950 0.3406
H 0.6596 -3.6968 1.9830
H 2.4382 -3.5898 0.0879
H 2.5687 -2.4149 1.4101
F 5.7947 3.4704 2.1779
C 4.7644 3.1174 1.3773
C 3.5479 3.7472 1.5314
C 2.4971 3.3741 0.7054
C 2.6360 2.3798 -0.2689
C 1.4651 1.9032 -1.0685
C 3.8975 1.7838 -0.3889
C 4.9622 2.1408 0.4223
H 3.4323 4.5128 2.2864
H 1.5404 3.8726 0.8230
H 1.7988 1.4496 -2.0069
H 0.7939 2.7314 -1.3115
H 4.0499 1.0206 -1.1455
H 5.9351 1.6789 0.3224
N -6.9149 -0.0630 -3.2237
C -5.9178 0.0048 -2.6550
C -4.6523 0.0946 -1.9364
C -3.6535 0.7120 -2.6453
C -2.2536 0.8078 -2.1266
C -2.5791 0.4030 0.3539
C -3.6767 -0.3831 0.3586
C -4.6791 -0.4817 -0.6420
H -3.8881 1.1640 -3.5976
H -1.6637 1.4567 -2.7797
H -3.8570 -1.0176 1.2195
H -5.5760 -1.0170 -0.3680
F 0.8763 1.3792 2.4720
B 1.9207 0.4611 3.0072
F 2.7836 1.0933 3.8048
F 2.5233 0.0174 1.7404
F 1.2701 -0.6268 3.5401
```

- Multiplicity: 5
- Energy relative to the best compared isomer or geometry (same formula, charge and spin): 14.0 kcal/mol
- Lowest unoccupied orbital energy (spin up / spin down): -0.155 / -0.155 eV
- HOMO (spin up / spin down): -5.83 / -5.83 eV